Formula: C30H24CeCl7N8O3
Source: OMol25
Level of theory: the ωB97M-V functional and the def2-TZVPD basis

```
73
Properties=species:S:1:pos:R:3:lowdin_charge:R:1
Ce -0.6631 0.3209 0.0600 1.1502
Cl 0.5120 1.3104 -3.5494 0.7104
Cl -5.3582 2.9809 -2.4098 0.6883
Cl -1.1173 2.8012 -5.7530 0.6764
Cl -4.4873 -2.2594 5.5123 0.6715
Cl -4.1651 0.8087 6.2769 0.6725
Cl -4.0580 3.6866 -5.1658 0.6870
Cl -3.7186 1.3140 -0.3147 0.7797
O -0.7780 -2.9582 1.9232 0.0437
O -0.0273 2.0609 3.4937 0.0485
O 0.5203 -0.4801 2.4260 -0.0683
N 0.3708 2.7224 0.2411 0.0337
N 1.8984 -0.7501 -0.3558 -0.1258
N 4.2409 -0.4385 0.2921 -0.0807
N 3.3307 -2.6768 0.1619 -0.0769
N -1.0397 -1.8295 -1.3243 0.0317
N -2.0849 -1.2258 1.1131 -0.0365
N -1.5981 1.4588 1.8973 -0.0646
N 3.7212 -1.4186 -1.8601 -0.0811
C -1.1200 -4.4919 -2.0872 -0.0325
C -0.5932 2.1788 2.4008 -0.5250
C 3.7311 -2.7440 -1.2400 -0.1640
C -0.9532 -3.4891 -3.0335 -0.0349
C -3.5081 0.1795 4.8083 -0.6800
C 2.8915 0.0991 0.3640 -0.1648
C -3.6598 -1.1592 4.4678 -0.6802
C -3.7403 2.5080 -2.7519 -0.7023
C -1.6615 1.4158 -1.9999 -0.3099
C -3.1460 -1.6232 3.2705 -0.0282
C -1.2483 -4.1416 -0.7539 0.0179
C 0.8724 4.9617 -0.4265 -0.0380
C 1.9893 -2.1202 0.2416 -0.1543
C 4.6336 -0.5515 -1.1119 -0.1643
C -1.8449 2.4463 -4.2337 -0.7099
C -2.9904 1.7997 -1.8222 -0.6661
C -0.9197 -2.1740 -2.6070 -0.1040
C 0.3835 5.4498 0.7790 -0.0333
C -2.8143 1.0260 3.9632 -0.0284
C 0.8481 3.5998 -0.6491 -0.1072
C 2.3797 -0.8656 -1.7594 -0.1916
C 4.2426 -1.7824 0.8760 -0.1540
C -2.2866 0.5724 2.7600 -0.2282
C -2.4878 -0.7720 2.3894 -0.2237
C -0.0930 4.5526 1.7170 0.0193
C -0.0816 3.2019 1.4090 -0.1718
C -1.1455 1.7707 -3.2392 -0.6867
C -1.3545 -2.3388 1.0205 -0.5288
C -3.1595 2.8318 -3.9778 -0.7063
C -1.2148 -2.7990 -0.4151 -0.1962
H 3.9273 -1.7202 1.9189 0.1341
H 2.8851 1.0974 -0.0815 0.1265
H 0.0737 -1.2955 2.7198 0.0633
H 1.2122 3.1835 -1.5810 0.0887
H 4.7336 -3.1691 -1.3127 0.1276
H -3.2598 -2.6661 3.0104 0.1212
H 2.3859 0.1268 -2.2068 0.0726
H 1.6963 -2.0732 1.2851 0.1133
H 5.6421 -0.9646 -1.1631 0.1272
H -2.6649 2.0582 4.2464 0.1222
H 2.5921 0.1730 1.4090 0.1221
H -1.3735 -4.8829 0.0233 0.1290
H 1.2600 5.6279 -1.1839 0.1106
H -0.8453 -3.7208 -4.0838 0.1114
H 4.6318 0.4407 -1.5688 0.1286
H 1.6904 -1.5018 -2.3167 0.1133
H 3.0349 -3.3924 -1.7773 0.1282
H -1.1502 -5.5301 -2.3902 0.1147
H 0.4105 0.1769 3.1398 0.0657
H 0.3765 6.5126 0.9812 0.1146
H 1.3080 -2.7819 -0.2913 0.1210
H -0.4727 4.8758 2.6763 0.1290
H 5.2555 -2.1862 0.8331 0.1279
H -0.7971 -1.3569 -3.3096 0.1054
```

Summary:
- <S²>: 0.75
- Spin multiplicity: 2
- Lowest unoccupied orbital energy (spin up / spin down): -0.30 / -0.29 eV
- HOMO level (spin up / spin down): -7.918 / -7.942 eV

Formula: C30H24ClCoN5O7Se
Source: OMol25
Level of theory: the ωB97M-V functional and the def2-TZVPD basis

```
69
Properties=species:S:1:pos:R:3:lowdin_charge:R:1
Se -2.0168 0.2935 -1.0403 0.8100
Co -0.7145 -1.1215 1.0241 0.5246
Cl -0.8393 -4.1212 0.7083 0.6946
O -2.0025 -1.1197 2.4078 -0.1415
O -0.1686 -4.5523 -0.4931 -0.3444
O 0.1124 -3.8443 1.7456 -0.3238
O -1.7916 -5.1080 1.1198 -0.3275
O 0.7087 -1.5086 -0.2251 -0.1488
O -1.5783 -2.8734 0.4069 -0.4120
O 2.0067 -2.8625 -1.9829 0.0552
N 1.4606 0.5630 0.4080 0.0946
N -0.7342 -1.2889 -3.0983 -0.0485
N 0.4501 0.4247 1.3815 -0.0259
N 0.0164 0.7471 -2.9592 0.1290
N 0.9512 5.7569 4.4548 0.0329
C -3.6083 1.2914 1.4775 -0.0413
C 0.7141 0.1597 -3.9972 -0.1845
C -2.7349 0.0515 5.7901 -0.1317
C -0.6480 2.5842 4.3217 -0.1663
C -2.5288 1.8261 2.0744 -0.2926
C 0.2281 -1.1463 -4.0846 -0.1687
C 1.6808 -1.5670 -5.9017 -0.1053
C 0.7060 -2.0353 -5.0308 -0.0086
C -2.6922 -0.8081 4.6207 -0.0558
C -2.4342 1.3576 5.7854 -0.0972
C 3.4578 0.4785 -1.5635 -0.0415
C 1.5236 -0.5014 -0.3237 -0.4427
C 2.1637 -0.2606 -5.8170 -0.1106
C -2.1218 2.0757 4.5146 -0.1649
C -1.4428 -2.5197 -2.8072 -0.0137
C -2.2624 -0.3389 3.4187 -0.3709
C 3.7915 -1.8133 -3.0682 -0.0306
C 2.7719 -1.7658 -2.1124 -0.2678
C 2.5998 -0.5992 -1.3470 -0.0801
C -0.5143 3.8541 3.5480 -0.2855
C 0.4659 1.3428 2.2670 -0.0339
C 4.4626 0.4283 -2.5128 -0.1148
C -1.1623 3.9839 2.3058 -0.1108
C -0.4047 1.3090 3.4575 -0.1447
C 0.2875 4.8943 4.0360 -0.3130
C 4.6252 -0.7319 -3.2653 -0.1124
C -1.9988 3.1140 1.6470 -0.1024
C -0.8703 -0.1285 -2.4127 -0.7044
C -1.9347 1.1311 3.2809 -0.2342
C 1.6928 0.6248 -4.8573 -0.0196
H 5.4051 -0.7894 -4.0165 0.0939
H -3.9893 0.3162 1.7467 0.0594
H 2.0883 1.6278 -4.7705 0.1115
H -0.9739 4.9210 1.7856 0.0989
H 2.9405 0.0630 -6.4981 0.0951
H -0.0615 2.6200 5.2415 0.1340
H -0.0595 0.4995 4.1089 0.1664
H 2.0872 -2.2347 -6.6509 0.0939
H -0.7343 -3.2945 -2.5182 0.0810
H 1.3568 -2.6934 -1.2551 0.0688
H -2.4024 3.4616 0.7010 0.0788
H -4.1050 1.8257 0.6743 0.0403
H 5.1163 1.2787 -2.6615 0.0880
H -2.9872 -0.4186 6.7380 0.0812
H -2.8516 2.8692 4.3307 0.1484
H -2.8373 -1.8755 4.7348 0.0914
H 0.3494 -3.0554 -5.0691 0.1134
H -2.4604 1.9355 6.7047 0.0842
H -2.0157 -2.8296 -3.6835 0.0945
H -2.1058 -2.3331 -1.9668 0.0493
H 1.1910 2.1475 2.1554 0.1378
H 0.1724 1.6452 -2.5322 0.1524
H 3.3075 1.3597 -0.9533 0.1055
H 3.8963 -2.7219 -3.6477 0.1137
```

Summary:
- <S²>: 0.80
- Spin multiplicity: 2
- Lowest unoccupied orbital energy (spin up / spin down): 3.98 / 3.98 eV
- Net charge: -2
- HOMO level (spin up / spin down): -0.664 / -0.663 eV

Formula: C30H24IrN2OP
Source: OMol25
Level of theory: the ωB97M-V functional and the def2-TZVPD basis

```
59
Properties=species:S:1:pos:R:3:lowdin_charge:R:1
Ir -0.5462 -1.2239 -1.3430 1.1963
P 0.2597 0.7060 -0.4887 1.0087
O -2.2585 -1.2602 -3.4500 -0.0062
N -1.6003 -0.2380 -2.7859 -0.2002
N 0.6061 -2.5166 -0.2447 -0.0691
C 0.0654 -3.0782 0.8788 -0.1978
C 0.0022 0.3333 2.2444 -0.1015
C 0.2323 4.4705 -1.8800 0.0055
C 0.7679 -4.0153 1.6203 0.0729
C 4.1690 0.7986 0.6417 -0.0247
C -1.7989 0.9787 -3.1311 -0.0203
C 2.7824 0.8391 0.7078 -0.0613
C 1.8165 -2.8911 -0.6463 -0.0595
C 2.0384 0.6126 -0.4504 -0.3758
C -1.7068 -1.5793 0.1847 -0.1903
C -1.5007 1.9499 1.2482 -0.0624
C 4.8049 0.5362 -0.5636 -0.0159
C -1.4013 3.3435 -3.2187 0.0187
C 2.6826 0.3630 -1.6696 -0.1102
C -3.8005 -1.4925 1.3250 0.0490
C 4.0635 0.3218 -1.7235 -0.0360
C -2.1035 -3.0157 2.1696 0.0327
C -3.3613 -2.4785 2.2585 0.0481
C 2.5664 -3.8313 0.0583 0.0376
C -0.4587 1.0352 1.1206 -0.3445
C -0.5907 0.5420 3.4771 -0.0336
C -2.1037 2.1371 2.4854 -0.0254
C 0.5237 3.2705 -1.2323 -0.0402
C -0.7385 4.5114 -2.8630 0.0042
C -1.1186 2.1346 -2.5815 -0.1932
C 2.0406 -4.3944 1.2062 0.0335
C -0.1510 2.1000 -1.5575 -0.2839
C -2.9861 -1.0487 0.3033 -0.0558
C -1.6520 1.4338 3.5956 -0.0181
C -1.2594 -2.5840 1.1414 -0.1060
H 2.1094 0.2436 -2.5865 0.1127
H 3.5440 -4.1086 -0.3111 0.1406
H 0.7736 5.3668 -1.6079 0.1355
H -2.9122 2.8488 2.5854 0.1278
H 2.2981 1.0722 1.6473 0.1029
H -2.1088 1.6028 4.5621 0.1294
H 0.3266 -4.4501 2.5064 0.1381
H 4.7528 0.9889 1.5322 0.1284
H 0.8526 -0.3339 2.1656 0.1047
H -2.1361 3.3686 -4.0140 0.1350
H 5.8859 0.5176 -0.6077 0.1303
H 2.1998 -2.4371 -1.5509 0.1234
H -2.8194 -0.9004 -4.1603 0.1348
H -4.0426 -2.8036 3.0343 0.1439
H -1.7770 -3.7676 2.8750 0.1366
H -1.8490 2.5193 0.3964 0.1154
H -4.8067 -1.1017 1.4155 0.1423
H -2.4939 1.1606 -3.9495 0.1607
H 1.2878 3.2651 -0.4637 0.1279
H 2.6040 -5.1261 1.7701 0.1442
H -0.2149 0.0291 4.3530 0.1265
H -0.9718 5.4395 -3.3667 0.1366
H 4.5659 0.1467 -2.6654 0.1274
H -3.3531 -0.3105 -0.3967 0.1194
```

Summary:
- <S²>: 0.78
- Spin multiplicity: 2
- Lowest unoccupied orbital energy (spin up / spin down): -10.39 / -12.71 eV
- Net charge: +3
- HOMO level (spin up / spin down): -17.715 / -17.728 eV

Energy relative to the best compared isomer or geometry (same formula, charge and spin) (computed, kJ/mol): 32.8; 222.2; 18.7
Electronic energy (computed, Eh): -5517.99859; -6202.28064; -1787.01619
Molar mass (computed, g/mol): 932.9; 739.9; 651.7